[1]
{"formula": "CH4Cl2N2OS2", "method": "ωB97M-V/def2-TZVPD", "homo_lumo_gap_ha": 0.3387, "largest_force_ha_per_bohr": 0.094, "molar_mass_g_mol": 195.1, "energy_ha": -1941.8323, "symbols": ["C", "N", "N", "O", "S", "S", "Cl", "Cl", "H", "H", "H", "H"], "xyz": [[-1.4364, -0.1111, 0.7253], [-0.8708, -0.4993, -0.5039], [1.9473, -0.1947, 0.0920], [1.2208, 0.2924, -2.2205], [0.4956, 2.4193, -0.3331], [0.7518, 0.5774, -0.9217], [1.6218, -0.3056, 1.7767], [2.2320, -1.7688, -0.6075], [-1.4242, 0.9581, 0.8234], [-2.3911, -0.7326, 0.9453], [-0.6807, -0.3995, 1.4138], [-1.4661, -0.2356, -1.1899]], "lowdin_charge": [-0.25, -0.15, -1.09, -0.41, 0.31, 0.25, 0.61, 0.58, 0.02, 0.14, -0.03, 0.02]}

[2]
{"formula": "C22H37N2O4PSiV", "method": "ωB97M-V/def2-TZVPD", "homo_lumo_gap_ha": [0.2193, 0.3048], "s_squared": 3.790, "largest_force_ha_per_bohr": 0.010, "molar_mass_g_mol": 503.6, "spin_multiplicity": 4, "energy_ha": -2846.0632, "symbols": ["V", "C", "C", "C", "C", "N", "C", "C", "C", "C", "C", "C", "N", "H", "H", "H", "H", "H", "H", "H", "H", "C", "C", "C", "C", "O", "P", "O", "O", "O", "C", "C", "C", "C", "H", "H", "H", "H", "H", "H", "H", "H", "H", "H", "H", "H", "H", "H", "H", "H", "H", "H", "C", "Si", "C", "C", "C", "H", "H", "H", "H", "H", "H", "H", "H", "H", "H", "H"], "xyz": [[-1.1321, 0.1780, -0.3257], [-4.9757, 0.4202, 1.7636], [-5.7978, -0.3769, 0.9475], [-5.2529, -1.0240, -0.1287], [-3.8820, -0.8826, -0.4083], [-3.0931, -0.1016, 0.3846], [-3.6497, 0.5223, 1.4420], [-3.1945, -1.5227, -1.4920], [-3.7719, -2.4593, -2.3651], [-3.0152, -3.0458, -3.3423], [-1.6485, -2.6942, -3.4597], [-1.1294, -1.7854, -2.5899], [-1.8600, -1.2003, -1.6004], [-5.3690, 0.9432, 2.6228], [-6.8530, -0.4779, 1.1646], [-5.8753, -1.6338, -0.7673], [-2.9713, 1.1235, 2.0363], [-4.8150, -2.7210, -2.2572], [-3.4554, -3.7711, -4.0132], [-1.0194, -3.1321, -4.2209], [-0.0898, -1.4835, -2.6307], [2.2679, -3.9902, 1.2503], [1.3758, -2.8153, 1.6168], [1.7767, -2.2339, 2.9655], [-0.0914, -3.2250, 1.6000], [1.5965, -1.8540, 0.5407], [1.2570, -0.3044, 0.5705], [-0.0235, -0.0397, 1.3566], [1.0047, 0.1285, -0.8502], [2.4482, 0.4021, 1.3151], [3.7708, 0.7035, 0.7566], [4.6525, 0.8963, 1.9784], [4.2732, -0.4458, -0.1052], [3.6571, 1.9877, -0.0474], [2.1539, -4.7897, 1.9830], [3.3136, -3.6804, 1.2306], [1.9993, -4.3722, 0.2653], [1.6559, -2.9967, 3.7351], [1.1542, -1.3775, 3.2254], [2.8204, -1.9166, 2.9512], [-0.2616, -4.0364, 2.3091], [-0.3681, -3.5685, 0.6016], [-0.7262, -2.3832, 1.8731], [4.7148, -0.0249, 2.5590], [4.2449, 1.6822, 2.6142], [5.6571, 1.1825, 1.6648], [4.3054, -1.3729, 0.4671], [5.2795, -0.2150, -0.4557], [3.6300, -0.5925, -0.9742], [3.2690, 2.7911, 0.5795], [2.9847, 1.8501, -0.8926], [4.6411, 2.2745, -0.4213], [1.0095, 3.3138, -2.2628], [-0.4061, 3.4055, -1.0370], [0.2568, 3.4639, 0.7231], [-1.3267, 5.0232, -1.3056], [-1.5382, 1.9539, -1.3112], [1.8167, 4.0048, -2.0061], [0.6614, 3.5605, -3.2688], [1.4104, 2.2986, -2.2863], [0.9125, 4.3276, 0.8635], [0.8221, 2.5654, 0.9747], [-0.5632, 3.5519, 1.4414], [-0.6704, 5.8867, -1.1662], [-2.1542, 5.1145, -0.5967], [-1.7462, 5.0753, -2.3131], [-1.4886, 1.6898, -2.3763], [-2.5786, 2.2259, -1.0952]], "lowdin_charge": [0.87, -0.07, -0.07, -0.02, -0.21, -0.01, -0.12, -0.21, -0.02, -0.08, -0.07, -0.12, -0.03, 0.10, 0.11, 0.10, 0.12, 0.10, 0.10, 0.10, 0.11, -0.03, -0.61, -0.03, -0.02, -0.15, 0.26, -0.32, -0.30, -0.14, -0.60, -0.02, -0.02, -0.02, 0.09, 0.08, 0.09, 0.09, 0.08, 0.08, 0.09, 0.09, 0.07, 0.08, 0.09, 0.09, 0.08, 0.10, 0.09, 0.09, 0.06, 0.10, -0.19, 0.41, -0.18, -0.20, -0.32, 0.03, 0.03, 0.01, 0.03, 0.00, 0.03, 0.03, 0.02, 0.03, 0.02, 0.01]}

What is the formula in the first record?
CH4Cl2N2OS2